[1]
{"formula": "C27H32CoN5OSTe", "method": "ωB97M-V/def2-TZVPD", "total_charge": 1, "homo_ev": [-10.574, -10.945], "spin_multiplicity": 6, "e_above_lowest_kcal_mol": 1.5, "s2": 8.774, "gap_ev": [7.46, 6.64], "elements": ["Co", "N", "C", "S", "N", "N", "C", "C", "C", "C", "C", "C", "N", "H", "H", "H", "H", "H", "H", "H", "C", "C", "O", "N", "Te", "C", "C", "C", "C", "C", "C", "C", "C", "C", "C", "C", "C", "C", "C", "C", "C", "C", "C", "H", "H", "H", "H", "H", "H", "H", "H", "H", "H", "H", "H", "H", "H", "H", "H", "H", "H", "H", "H", "H", "H", "H", "H", "H"], "xyz": [[0.27, -0.01, 0.09], [-1.06, 3.96, -0.73], [-0.91, 2.65, -0.53], [0.66, 1.97, -0.93], [-1.95, 1.99, -0.08], [-1.67, 0.68, 0.09], [-2.60, -0.18, 0.24], [-2.18, -1.58, 0.30], [-3.08, -2.61, 0.53], [-2.62, -3.92, 0.55], [-1.27, -4.15, 0.34], [-0.43, -3.07, 0.13], [-0.87, -1.81, 0.10], [-0.31, 4.51, -1.12], [-1.95, 4.39, -0.55], [-3.65, 0.11, 0.25], [-4.13, -2.38, 0.69], [-3.30, -4.74, 0.72], [-0.86, -5.15, 0.34], [0.63, -3.21, -0.02], [2.19, 0.94, 3.22], [2.40, -0.27, 2.34], [3.37, -1.04, 2.57], [1.57, -0.45, 1.35], [3.97, -2.43, 0.48], [4.25, -0.52, -0.33], [3.43, -0.17, -1.41], [2.44, -1.12, -2.03], [3.53, 1.11, -1.93], [4.44, 2.04, -1.42], [4.53, 3.43, -1.97], [5.25, 1.64, -0.36], [5.18, 0.38, 0.21], [6.11, 0.05, 1.35], [5.97, -3.05, 0.71], [6.43, -3.41, 1.97], [5.61, -3.37, 3.23], [7.77, -3.80, 2.08], [8.61, -3.84, 0.99], [10.04, -4.28, 1.12], [8.10, -3.48, -0.26], [6.79, -3.09, -0.43], [6.30, -2.71, -1.80], [2.87, 0.87, 4.07], [1.16, 1.01, 3.56], [2.42, 1.84, 2.64], [1.74, -1.52, -1.29], [2.94, -1.99, -2.48], [1.87, -0.63, -2.81], [2.89, 1.40, -2.76], [3.94, 3.53, -2.88], [5.56, 3.69, -2.19], [4.15, 4.16, -1.25], [5.96, 2.35, 0.05], [6.48, 0.97, 1.79], [6.97, -0.53, 1.00], [5.60, -0.53, 2.12], [4.56, -3.13, 3.06], [6.00, -2.62, 3.92], [5.65, -4.34, 3.73], [8.14, -4.08, 3.06], [10.32, -4.42, 2.17], [10.72, -3.53, 0.69], [10.21, -5.22, 0.59], [8.75, -3.52, -1.13], [7.03, -3.02, -2.56], [6.15, -1.64, -1.90], [5.35, -3.20, -2.04]]}

[2]
{"formula": "C7H11NO3", "method": "ωB97M-V/def2-TZVPD", "homo_ev": -9.170, "e_above_lowest_kcal_mol": 137.1, "gap_ev": 9.51, "smiles": "CC(=O)[C@H]1O[N+]([O-])=CC1(C)C", "elements": ["C", "C", "O", "C", "O", "N", "O", "C", "C", "C", "C", "H", "H", "H", "H", "H", "H", "H", "H", "H", "H", "H"], "xyz": [[0.34, 1.99, -1.87], [1.25, 0.87, -1.41], [2.40, 1.05, -1.11], [0.60, -0.47, -1.32], [1.49, -1.57, -1.51], [1.90, -2.47, -0.29], [2.71, -3.29, -0.62], [1.30, -2.21, 0.83], [0.34, -0.96, 0.43], [-1.11, -1.41, 0.53], [0.61, 0.23, 1.33], [0.76, 2.42, -2.78], [0.35, 2.78, -1.12], [-0.67, 1.66, -2.05], [-0.33, -0.62, -1.86], [1.48, -2.65, 1.78], [-1.79, -0.59, 0.30], [-1.31, -1.74, 1.54], [-1.32, -2.24, -0.15], [-0.07, 1.05, 1.09], [1.63, 0.58, 1.23], [0.44, -0.06, 2.37]]}

[3]
{"formula": "C2H25NaO11", "method": "ωB97M-V/def2-TZVPD", "homo_ev": -9.069, "e_above_lowest_kcal_mol": 343.1, "gap_ev": 8.05, "elements": ["Na", "C", "C", "O", "H", "H", "H", "H", "H", "O", "H", "H", "O", "H", "H", "O", "H", "H", "O", "H", "H", "O", "H", "H", "O", "H", "H", "O", "H", "H", "O", "H", "H", "O", "H", "H", "O", "H", "H"], "xyz": [[-2.38, -1.33, 0.47], [-0.05, 0.88, 0.34], [0.14, -0.45, -0.39], [-1.02, -1.01, -0.92], [-0.24, 1.70, -0.35], [0.75, 1.13, 1.03], [-0.85, 0.95, 1.08], [0.69, -1.17, 0.22], [0.83, -0.24, -1.21], [-1.15, -2.83, -0.10], [-0.37, -3.27, 0.25], [-0.81, -2.02, -0.48], [0.55, 2.58, 1.62], [-0.23, 2.05, 1.44], [0.37, 3.42, 1.19], [-1.59, 2.67, 1.39], [-2.02, 1.84, 1.19], [-1.67, 2.76, 2.34], [-1.16, -1.30, 1.78], [-0.55, -1.33, 2.51], [-0.77, -0.70, 1.15], [2.50, 1.83, 1.90], [1.65, 2.12, 1.57], [2.36, 0.92, 2.15], [2.91, -1.40, 0.72], [2.40, -1.86, 0.06], [3.81, -1.39, 0.38], [-2.06, 1.11, -1.14], [-2.52, 1.09, -0.30], [-1.63, 0.25, -1.19], [-0.67, -0.50, -2.99], [-0.61, -1.45, -3.13], [-0.66, -0.39, -2.04], [0.17, 1.25, -2.52], [0.12, 1.12, -1.57], [-0.29, 0.49, -2.89], [1.26, -2.68, -1.53], [1.61, -3.07, -0.73], [1.15, -1.75, -1.32]]}

[4]
{"formula": "C13H29Cl8N3O3", "method": "ωB97M-V/def2-TZVPD", "total_charge": 1, "homo_ev": [-10.954, -10.954], "spin_multiplicity": 2, "s2": 0.755, "gap_ev": [7.47, 2.39], "elements": ["C", "C", "O", "N", "C", "H", "H", "H", "H", "H", "H", "H", "C", "C", "O", "N", "C", "H", "H", "H", "H", "H", "H", "H", "C", "C", "O", "N", "C", "H", "H", "H", "H", "H", "H", "H", "C", "Cl", "Cl", "H", "H", "C", "Cl", "Cl", "H", "H", "C", "Cl", "Cl", "H", "H", "C", "Cl", "Cl", "H", "H"], "xyz": [[2.10, -3.91, 7.98], [2.62, -3.44, 6.65], [3.73, -2.96, 6.57], [1.82, -3.66, 5.58], [2.15, -3.38, 4.21], [2.45, -4.93, 8.15], [1.01, -3.98, 7.90], [2.27, -3.33, 8.89], [0.95, -4.14, 5.74], [1.38, -2.70, 3.86], [2.12, -4.28, 3.60], [3.14, -2.93, 4.10], [-2.06, 2.72, -1.07], [-1.63, 2.86, 0.35], [-2.31, 2.39, 1.26], [-0.45, 3.36, 0.71], [0.66, 3.74, -0.14], [-2.06, 3.74, -1.44], [-3.05, 2.28, -1.19], [-1.36, 2.14, -1.67], [-0.36, 3.56, 1.70], [1.09, 2.77, -0.39], [1.38, 4.27, 0.48], [0.44, 4.38, -1.00], [0.81, 2.85, -4.11], [0.74, 1.41, -3.68], [0.98, 1.13, -2.50], [0.46, 0.50, -4.56], [-0.06, 0.73, -5.88], [-0.15, 3.38, -4.08], [1.09, 2.82, -5.16], [1.55, 3.41, -3.55], [0.47, -0.47, -4.27], [0.74, 0.95, -6.58], [-0.80, 1.53, -5.99], [-0.45, -0.21, -6.27], [-0.76, -0.91, 0.42], [0.73, -1.65, 1.24], [-1.65, -2.06, -0.63], [-1.37, -0.40, 1.16], [-0.44, -0.08, -0.21], [-2.85, -0.27, -3.76], [-3.20, 1.38, -4.20], [-4.36, -1.09, -3.43], [-2.34, -0.72, -4.61], [-2.20, -0.39, -2.89], [3.52, -0.67, -1.20], [3.69, -1.79, -2.50], [5.11, 0.03, -0.68], [2.78, 0.09, -1.44], [3.15, -1.22, -0.33], [-4.23, -0.52, 1.92], [-4.48, 0.39, 0.42], [-4.25, -2.30, 1.62], [-3.24, -0.24, 2.31], [-5.03, -0.19, 2.58]]}

[5]
{"formula": "C4H4F2S", "method": "ωB97M-V/def2-TZVPD", "homo_ev": -9.146, "e_above_lowest_kcal_mol": 40.1, "gap_ev": 8.18, "smiles": "F[C@@H]1C[C@@H](F)C1=S", "elements": ["F", "C", "C", "C", "F", "C", "S", "H", "H", "H", "H"], "xyz": [[0.08, -1.35, -1.91], [0.70, -0.64, -0.84], [0.73, -1.51, 0.41], [-0.15, -0.47, 1.06], [0.35, 0.09, 2.20], [-0.20, 0.44, -0.16], [-0.80, 1.85, -0.40], [1.62, -0.29, -1.27], [0.32, -2.47, 0.16], [1.76, -1.71, 0.90], [-1.18, -0.77, 1.28]]}

[6]
{"formula": "C21H32N7O", "method": "ωB97M-V/def2-TZVPD", "total_charge": 1, "homo_ev": -9.717, "e_above_lowest_kcal_mol": 0.0, "gap_ev": 5.81, "elements": ["C", "O", "C", "N", "C", "C", "N", "C", "N", "H", "H", "H", "H", "H", "H", "H", "H", "H", "H", "H", "H", "N", "C", "C", "C", "C", "H", "H", "H", "H", "H", "N", "C", "C", "C", "C", "H", "H", "H", "H", "H", "N", "C", "C", "C", "C", "H", "H", "H", "H", "H", "N", "C", "C", "C", "C", "H", "H", "H", "H", "H"], "xyz": [[4.68, 0.16, -3.65], [3.90, 0.52, -4.78], [3.20, 1.72, -4.67], [1.74, 1.44, -4.49], [0.97, 2.55, -3.87], [1.08, 2.31, -2.36], [1.20, 0.83, -2.32], [1.48, 0.42, -3.59], [1.39, -0.85, -3.91], [5.31, -0.67, -3.96], [5.31, 0.99, -3.33], [4.07, -0.17, -2.80], [3.29, 2.28, -5.59], [3.58, 2.33, -3.84], [1.31, 3.52, -4.22], [-0.06, 2.39, -4.18], [0.20, 2.66, -1.83], [1.97, 2.74, -1.89], [1.92, 0.47, -1.70], [0.76, -1.43, -3.39], [1.94, -1.24, -4.66], [1.95, -1.81, 0.39], [2.49, -2.18, 1.60], [1.97, -1.38, 2.57], [1.07, -0.48, 1.93], [1.08, -0.76, 0.59], [2.16, -2.24, -0.48], [3.20, -2.99, 1.66], [2.20, -1.42, 3.62], [0.48, 0.30, 2.40], [0.52, -0.32, -0.21], [-0.52, -1.13, 4.89], [0.03, -1.51, 6.09], [-0.50, -0.71, 7.06], [-1.40, 0.19, 6.43], [-1.39, -0.09, 5.09], [-0.31, -1.55, 4.00], [0.74, -2.32, 6.14], [-0.26, -0.76, 8.11], [-1.99, 0.96, 6.91], [-1.93, 0.36, 4.28], [-3.84, -2.65, -1.12], [-2.51, -2.83, -1.41], [-1.80, -2.52, -0.28], [-2.72, -2.16, 0.73], [-3.97, -2.24, 0.18], [-4.60, -2.80, -1.75], [-2.20, -3.15, -2.39], [-0.72, -2.55, -0.17], [-2.48, -1.85, 1.73], [-4.94, -2.03, 0.61], [-3.37, 1.16, 0.32], [-3.73, 2.36, -0.22], [-2.95, 3.33, 0.34], [-2.08, 2.69, 1.26], [-2.37, 1.35, 1.22], [-3.78, 0.27, 0.09], [-4.52, 2.43, -0.96], [-3.00, 4.39, 0.13], [-1.33, 3.15, 1.89], [-1.94, 0.51, 1.75]]}